Entry 1:
{"formula": "C32H34N7O2SYb", "method": "wB97M-V/def2-TZVPD", "elements": ["H", "H", "C", "C", "C", "N", "N", "C", "C", "C", "H", "C", "H", "H", "C", "H", "C", "C", "C", "N", "H", "H", "H", "C", "H", "C", "H", "H", "O", "H", "N", "H", "C", "S", "C", "C", "H", "C", "C", "C", "C", "H", "Yb", "O", "C", "N", "H", "H", "H", "N", "C", "C", "C", "C", "H", "H", "H", "H", "H", "H", "H", "H", "H", "C", "C", "N", "C", "H", "H", "C", "C", "H", "C", "H", "H", "H", "C"], "xyz": [[0.8524, -3.1665, 2.8308], [-0.7553, -3.4490, 2.0908], [0.1852, 3.8680, -1.4537], [-3.6028, -3.3164, -3.6594], [-1.2281, 6.8674, 0.2148], [4.3449, -0.0263, 0.3214], [2.4982, -0.3064, -1.1314], [-1.9771, 4.8896, 2.0221], [2.0526, -0.3173, -2.4088], [2.8534, -0.0845, -3.5033], [5.7321, 0.3478, -1.8061], [0.1866, -2.9021, 2.0033], [-2.3634, -1.6312, 5.9378], [-2.2036, 8.2298, 1.5307], [-0.1621, 5.1609, -1.2000], [5.7895, -0.1078, 2.4317], [-0.8770, -0.9819, 2.9799], [4.3167, 0.2135, 3.9435], [-0.8722, 5.5279, -0.0309], [-2.8619, -2.7276, -2.5535], [-0.3823, -5.2814, -5.6632], [-3.4499, -2.2297, -1.8966], [2.5708, 0.6505, 5.1440], [4.7468, 0.0652, 2.6476], [-2.2910, 4.1206, 2.7077], [-2.0600, -1.0719, 5.0668], [-2.9273, -3.5820, -4.4702], [0.0906, 5.9369, -1.9075], [0.2912, 1.6191, -0.8129], [4.8690, 0.3784, -4.1295], [-1.1483, 2.3008, 1.6341], [-2.3474, 1.9954, 3.6847], [-1.5720, -2.6668, -2.2577], [-1.1730, -1.6723, -0.9065], [-1.9382, 7.2015, 1.3416], [-0.3467, -4.3275, -5.1440], [-1.6422, -5.0074, -3.5445], [2.1243, 0.5384, 3.0678], [-4.4223, -4.5173, -3.1967], [2.9652, 0.4849, 4.1546], [-0.6600, -4.5545, -3.6690], [-3.7847, -5.3091, -2.8105], [0.5736, 0.0313, 0.2959], [-0.0558, -1.4950, 1.9669], [-1.2703, -1.6880, 4.1027], [2.5092, 0.3244, 1.7883], [-1.0643, -3.6591, -5.6132], [-4.9991, -4.9158, -4.0257], [0.6969, 3.5974, -2.3654], [-0.5946, -3.3321, -2.8745], [-2.4589, 0.2449, 4.9135], [-1.2359, 4.5220, 0.8950], [4.6881, 0.1706, -2.0144], [-0.0912, 2.8219, -0.5359], [5.0064, 0.1345, 4.7684], [-5.1161, -4.2195, -2.4148], [0.6481, -3.9092, -5.2706], [2.4381, -0.0983, -4.4955], [5.3584, -0.0064, 0.3123], [0.3374, -3.0768, -2.5747], [-0.9339, 7.6258, -0.4959], [0.9880, -0.5154, -2.5405], [0.6669, -3.1545, 1.0534], [-2.3212, 6.2049, 2.2412], [-1.2631, 0.3689, 2.8198], [-0.8013, 1.0534, 1.6771], [3.8225, 0.1217, 1.5880], [1.0778, 0.7788, 3.2269], [-2.8977, 6.4682, 3.1133], [3.8011, -0.0495, -0.9447], [4.2091, 0.1737, -3.3019], [-0.9839, -2.7172, 4.2455], [-0.8149, 3.1510, 0.6750], [-3.0835, 0.7082, 5.6597], [0.0783, -5.2461, -3.2520], [-4.2814, -2.5422, -4.0311], [-2.0553, 0.9644, 3.8057]], "total_charge": 2, "max_force_ev_per_a": 3.5, "spin_multiplicity": 2, "orbital_gap_ev": [6.4, 6.4]}

Entry 2:
{"formula": "C32H35AsF6NO4RuS2Sb2", "method": "wB97M-V/def2-TZVPD", "elements": ["As", "H", "H", "H", "C", "C", "C", "C", "C", "H", "H", "H", "Sb", "H", "C", "Ru", "F", "F", "F", "C", "F", "C", "O", "H", "H", "H", "C", "C", "C", "H", "H", "C", "F", "O", "C", "H", "C", "H", "H", "H", "C", "H", "H", "C", "C", "O", "C", "C", "H", "H", "N", "H", "C", "H", "C", "Sb", "H", "C", "C", "H", "C", "H", "H", "H", "C", "C", "C", "C", "S", "H", "C", "O", "H", "C", "C", "H", "H", "H", "H", "H", "S", "H", "F", "C"], "xyz": [[0.8248, 1.9723, 0.2037], [-3.5466, -3.1782, -0.7385], [-2.8418, -4.7426, -0.1750], [-0.6418, -4.7124, -5.5244], [0.5412, -0.2547, 5.2947], [2.6176, 4.3749, 3.0507], [4.6212, 1.0428, -1.3704], [4.9391, -0.1394, -0.7106], [-1.1762, 3.8742, -3.5724], [-0.0985, -4.9335, 0.7016], [0.9050, -3.3544, -2.2852], [1.8913, 0.5348, -2.9276], [-1.6021, -2.7195, 1.0150], [5.3185, 1.4726, -2.0786], [-2.6444, -3.7995, -0.6897], [-0.3728, -0.0610, 0.8275], [-3.6890, 3.0362, 3.0228], [-1.8354, 2.7292, 4.1168], [-1.8244, 2.7399, 1.9466], [0.6762, 3.7747, -2.0361], [1.7582, -0.6790, 5.0214], [0.0713, 4.3259, -3.1556], [-0.0204, -1.4815, 2.9448], [1.0871, -0.6468, -3.9934], [-2.8832, -2.8809, 3.3388], [-1.0252, -6.5939, -3.9294], [2.5241, 1.1412, -0.2017], [0.4272, 4.5582, 1.3253], [-1.8335, -1.5103, -2.4243], [1.6246, 4.1618, -1.6899], [-1.6451, 4.3165, -4.4420], [-1.2145, -3.1946, -4.1361], [-0.0873, -1.0710, 6.0982], [-4.2095, 0.4041, 3.4220], [1.2955, -2.6559, -1.5478], [0.2613, 0.8898, -3.5624], [0.0389, 2.7403, -1.3579], [3.1905, 2.6155, -1.6234], [0.5652, 5.1256, -3.6935], [-1.9941, -0.8275, -3.2581], [-1.1999, -5.5740, -3.6088], [-4.0116, -2.2200, 2.1293], [-1.7687, 1.5753, -1.1673], [2.2973, 3.2978, 2.2426], [0.9357, 0.1103, -3.2248], [-2.5167, 0.1393, 1.6286], [1.8485, 5.5328, 2.9996], [-0.9881, -4.4989, -4.5203], [2.3062, -2.3621, -1.8194], [2.2120, -0.4402, 1.2510], [-1.8480, -0.0933, 4.0282], [-1.8489, -6.1430, -1.6697], [-2.5269, 2.4363, 3.0400], [2.8941, 2.3958, 2.2740], [1.2121, 3.4119, 1.3781], [0.1085, -0.9007, -1.5693], [-0.4205, 4.6233, 0.6569], [-1.6530, -5.3220, -2.3501], [-1.2279, 2.3114, -1.7524], [-2.8368, 2.5765, -3.1496], [2.8517, -0.0402, 0.4704], [5.8852, -0.6286, -0.9061], [-2.5641, -1.3358, -1.6426], [-3.6335, -3.9685, 2.1415], [0.7614, 5.6275, 2.1373], [4.0594, -0.6803, 0.2170], [-3.2461, -2.9666, 2.3154], [-0.3708, -4.3531, 1.5821], [-2.8665, 0.5867, 3.0159], [0.1766, 6.5373, 2.1002], [-1.9720, -3.9997, -1.9482], [0.1612, 0.9065, 2.8635], [4.3224, -1.5796, 0.7590], [3.4197, 1.6888, -1.1152], [-1.6942, -2.9044, -2.8610], [1.3010, -3.1063, -0.5594], [2.0971, 6.3687, 3.6408], [-0.9554, -4.9692, 2.2625], [0.5191, -3.9914, 2.0876], [-1.0380, -2.3845, -4.8352], [-0.3577, -0.2286, 3.6620], [3.4670, 4.3167, 3.7192], [0.5542, 0.9733, 5.7517], [-1.8380, 2.8802, -2.8606]], "total_charge": 3, "max_force_ev_per_a": 1.6, "spin_multiplicity": 5, "orbital_gap_ev": [6.5, 4.8]}